Entry 1:
Density functional theory data (the ωB97M-V functional and the def2-TZVPD basis) for a cluster of 2 separate species, C14H16O in total.

The calculation puts the HOMO energy (alpha / beta) at -11.62 / -11.62 eV. Its HOMO-LUMO gap (alpha / beta) is 7.9 / 4.3 eV. Its energy above the lowest of the compared OMol25 structures with the same formula, charge and spin is 22.9 kcal per mole. The net charge is +1. Its spin multiplicity is 2.

Each line ends with the natural charge from an NBO analysis.
CARTESIAN COORDINATES (ANGSTROEM)
C: -2.4574 1.4793 -0.5443  0.006
C: -1.0401 1.0692 1.3470  -0.221
C: 0.1772 -3.0804 -0.7426  -0.676
H: -1.8331 4.2736 1.3256  0.229
H: 4.2475 -2.3235 1.4396  0.261
C: -2.4679 2.8370 -0.2532  -0.212
H: 2.2501 -3.7895 0.8175  0.250
O: 4.4628 0.0538 0.8155  -0.543
H: 2.4340 0.9134 -0.7286  0.255
C: 1.2631 -0.8168 -0.5986  -0.156
H: 0.0485 -2.9787 -1.8188  0.268
H: -0.7835 -2.7297 -0.3407  0.269
C: 2.3057 -2.7450 0.5509  -0.195
H: -2.6509 0.2494 -2.2939  0.208
C: -1.7906 0.5785 0.2841  -0.257
C: 1.2817 -2.2070 -0.2807  0.197
C: -0.9490 2.4362 1.5449  -0.224
C: 2.3110 -0.0289 -0.2043  -0.233
H: -4.1236 0.4864 -1.3397  0.228
H: -1.9884 -0.4843 0.1798  0.203
H: -3.5949 1.7134 -2.4537  0.231
C: 3.3515 -0.5964 0.5562  0.439
H: -0.3874 2.8995 2.3405  0.214
H: -0.4677 0.4310 2.0093  0.207
H: 0.3954 -0.3771 -1.0712  0.263
H: 4.3182 1.0167 0.8124  0.517
H: -3.0729 3.4912 -0.8700  0.222
C: -1.7008 3.3445 0.7855  -0.192
C: 3.3952 -1.9984 0.8578  -0.168
H: 0.3082 -4.0948 -0.3904  0.244
C: -3.2419 0.9775 -1.7359  -0.635

---

Entry 2:
Density functional theory data (the ωB97M-V functional and the def2-TZVPD basis) for a cluster of 2 separate species, C14H16O2 in total.

The calculation puts the HOMO energy at -8.33 eV. Its HOMO-LUMO gap is 9.1 eV. Its energy above the lowest of the compared OMol25 structures with the same formula, charge and spin is 9.6 kcal per mole. The net charge is 0. Its SMILES is Cc1ccc(O)cc1.Cc1ccc(O)cc1.

Each line ends with the natural charge from an NBO analysis.
CARTESIAN COORDINATES (ANGSTROEM)
H: 4.1418 -2.5805 -1.2386  0.212
H: 2.1700 -0.9951 -1.5584  0.211
O: 0.0641 -0.9712 0.0090  -0.693
H: -5.4780 3.3806 0.4237  0.216
H: -5.4517 2.8526 -1.2189  0.215
C: -1.1254 3.6777 -0.6408  -0.252
H: -2.7760 4.6771 -1.5809  0.210
H: -5.0687 4.5097 -0.8191  0.215
C: 4.3870 -4.5310 0.5686  -0.626
C: -2.4685 3.9414 -0.8522  -0.200
C: -3.1086 1.9844 0.4029  -0.185
C: -3.4685 3.1258 -0.3202  -0.047
H: -3.9029 1.3782 0.8212  0.213
C: -1.7616 1.7099 0.5443  -0.287
H: 0.6878 1.3089 0.3959  0.483
H: 4.1170 -5.4157 1.1313  0.218
H: -0.3315 4.3236 -1.0017  0.222
C: 3.2028 -3.6245 0.3461  -0.048
C: -4.9116 3.4841 -0.5018  -0.629
C: 1.0461 -1.9555 -0.0517  0.284
H: 0.1271 -2.9336 1.6157  0.225
H: 5.1900 -3.9452 1.0126  0.220
C: 2.0424 -3.7762 1.0973  -0.186
O: 0.5663 2.2458 0.1778  -0.680
C: 0.9318 -2.9631 0.8997  -0.250
H: -1.4241 0.8040 1.0487  0.221
H: 0.1223 -0.4478 -0.7991  0.478
C: 3.2570 -2.6290 -0.6210  -0.180
C: 2.1348 -1.8507 -0.8935  -0.286
H: 2.0348 -4.4667 1.9308  0.210
H: 4.7971 -4.9001 -0.3790  0.215
C: -0.7695 2.4738 -0.0376  0.281

---

Entry 3:
Density functional theory data (the ωB97M-V functional and the def2-TZVPD basis) for a cluster of 2 separate species, C14H16O2 in total.

The calculation puts the HOMO energy at -8.18 eV. Its HOMO-LUMO gap is 8.7 eV. Its energy above the lowest of the compared OMol25 structures with the same formula, charge and spin is 50.5 kcal per mole. The net charge is 0. Its SMILES is Cc1ccc(O)cc1.Cc1ccc(O)cc1.

Each line ends with the natural charge from an NBO analysis.
CARTESIAN COORDINATES (ANGSTROEM)
H: 1.2588 -0.6837 -0.9504  0.220
C: -1.5662 -1.2095 1.8200  -0.048
H: -0.5095 4.3538 -0.6743  0.217
C: -0.6123 -3.3700 0.2688  0.295
H: 0.0797 0.9548 0.4515  0.216
H: -2.8087 -3.4501 -0.2742  0.226
C: -2.4255 -1.8911 1.0110  -0.182
C: -0.0249 3.6246 -0.0268  -0.632
H: -3.0054 0.3909 2.1929  0.218
C: -2.1435 -0.0625 2.6602  -0.626
H: 2.7992 2.4504 -3.4141  0.225
H: 1.0655 3.8258 -2.7510  0.208
C: 1.3865 0.3260 -1.2858  -0.317
H: -0.7277 3.3275 0.7171  0.216
C: -0.1600 -1.4807 1.7153  -0.200
H: -3.5363 -1.7416 1.0771  0.211
O: -0.2235 -4.4073 -0.5582  -0.682
H: 0.5476 -0.8608 2.2566  0.215
C: 0.4066 2.5845 -1.0000  -0.050
H: 0.4520 -4.9749 -0.0639  0.481
O: 3.3349 0.0983 -2.6872  -0.670
C: 0.3086 -2.5686 1.0082  -0.288
H: 1.3738 -2.7712 0.8747  0.217
C: 2.2343 0.7416 -2.2065  0.291
C: -1.9692 -2.9584 0.1958  -0.264
H: -1.4149 0.7121 2.8673  0.211
H: 3.6894 -0.5933 -1.9552  0.484
C: 1.1626 2.8529 -2.1886  -0.192
C: 0.5629 1.2205 -0.5074  -0.173
H: 0.9126 3.9933 0.5432  0.218
C: 2.0011 1.9987 -2.7599  -0.261
H: -2.4483 -0.4321 3.6441  0.218

---

Entry 4:
Density functional theory data (the ωB97M-V functional and the def2-TZVPD basis) for a structure of composition C14H17BBaN9O.

The calculation puts the HOMO energy at -11.66 eV. Its HOMO-LUMO gap is 8.7 eV. The net charge is +1.

Each line ends with the Löwdin charge.
CARTESIAN COORDINATES (ANGSTROEM)
N: -0.9995 1.3675 0.9425  -0.062
C: -1.6961 4.3534 -1.7690  -0.118
N: 1.4753 1.9223 0.5646  -0.057
C: -1.9983 1.2710 1.7824  -0.071
H: -2.2701 4.3872 -2.6326  0.081
H: 2.4801 -1.9034 0.6670  0.097
C: 2.4063 1.7634 1.4959  -0.048
H: -1.8130 -5.9243 -2.1250  0.139
N: 1.8825 1.5058 -0.6807  -0.165
C: -0.6782 -4.8633 -0.8736  -0.399
H: 2.1554 2.1144 2.4853  0.131
N: -0.4586 3.4900 -0.2197  -0.058
Ba: 0.0858 0.7120 -2.4478  1.899
C: 3.4935 1.1811 0.8338  -0.085
H: -0.3596 5.2320 1.0630  0.124
N: -0.6277 -3.8549 -1.7369  0.204
H: -2.0161 1.9408 2.5934  0.124
N: -1.4192 -5.9264 -1.1764  0.180
C: -2.1713 -0.3056 0.2959  -0.125
C: -1.5162 5.3612 -0.8048  -0.056
C: -0.7357 4.8069 0.1419  -0.056
H: 1.0439 -0.8128 0.5920  0.086
H: 3.7429 0.6473 -1.3403  0.136
H: -2.3687 -1.0558 -0.4873  0.112
B: 0.0130 2.5285 0.8289  -0.540
H: 2.0916 -1.3160 -0.8636  0.099
H: -2.0091 6.2810 -0.8474  0.089
H: -3.6554 -0.1476 1.8630  0.087
C: 0.1367 -2.8005 -1.4385  -0.510
C: 3.1623 1.0869 -0.4714  -0.207
H: 0.1306 3.1726 1.8146  0.115
N: -1.0550 3.2106 -1.3915  -0.068
H: -1.4689 -6.7002 -0.5830  0.095
N: -1.0691 0.4482 -0.0062  -0.135
H: 1.2596 -3.7146 1.5609  0.145
O: 0.2427 -1.8237 -2.1750  -0.265
C: -2.7997 0.2346 1.4054  -0.043
H: 4.4920 1.0766 1.2267  0.104
C: 1.5872 -1.6480 0.1196  -0.034
C: -0.0995 -4.8845 0.3776  0.008
H: -0.1087 -5.7716 0.9637  0.114
C: 0.7157 -3.8262 0.6400  -0.034
N: 0.7967 -2.8157 -0.1874  -0.032

---

Entry 5:
Density functional theory data (the ωB97M-V functional and the def2-TZVPD basis) for a structure of composition C14H17BF6N6OSn.

The calculation puts the HOMO energy (alpha / beta) at -22.78 / -22.86 eV. Its HOMO-LUMO gap (alpha / beta) is 4.4 / 6.1 eV. Its energy above the lowest of the compared OMol25 structures with the same formula, charge and spin is 17.1 kcal per mole. The net charge is +4.

Each line ends with the natural charge from an NBO analysis.
CARTESIAN COORDINATES (ANGSTROEM)
H: -0.0729 -5.2056 1.9958  0.305
N: 2.4754 0.0834 -0.5487  -0.442
O: -1.2187 1.9066 0.3369  -0.816
C: -2.9002 3.2001 1.1229  0.974
C: 0.1187 -4.3375 1.4024  0.045
H: -2.8597 -0.3041 0.8821  0.221
H: 5.5913 -0.0453 -1.4971  0.316
C: -0.1652 -3.0094 1.7822  0.000
B: 1.2538 -2.0457 -1.4727  0.517
H: 2.5505 3.0038 1.1785  0.376
C: 1.5244 2.6342 1.2399  -0.920
C: 0.6860 -4.2320 0.1271  0.182
C: -3.2967 0.6988 0.7939  -0.659
H: 4.0191 -2.1640 -2.2664  0.291
F: -1.9603 4.1445 1.4106  -0.302
F: -2.7719 1.1769 3.5528  -0.246
F: -0.9928 0.2852 2.6149  -0.342
Sn: 0.5431 0.9811 0.2946  2.277
H: -3.5939 0.8794 -0.2448  0.249
C: -1.4521 -0.2155 -3.3325  0.056
C: -1.1825 0.6723 -2.3018  0.127
C: -0.5882 -1.2891 -3.1608  0.152
F: -3.2776 3.4055 -0.1779  -0.306
H: 0.8379 3.3225 1.7331  0.380
C: 4.5503 -0.2177 -1.2880  -0.246
H: 3.9493 1.5806 -0.1032  0.258
C: -1.7849 1.4300 2.6617  0.959
N: 0.1496 -1.0936 -2.0519  -0.227
N: 2.5182 -1.1316 -1.1902  -0.336
H: -0.4400 -2.1648 -3.7578  0.310
H: -4.1838 0.7540 1.4361  0.311
H: -0.5950 -2.6493 2.7072  0.285
C: 3.7130 0.6341 -0.5721  0.033
H: 1.2407 2.5877 0.0733  0.208
H: -1.6521 1.6096 -2.0512  0.312
H: 1.5604 -2.8596 -2.3114  0.050
H: -2.1957 -0.0694 -4.0955  0.319
N: -0.1834 0.1417 -1.5491  -0.403
H: 1.6574 1.7145 1.8928  0.311
F: -0.9888 2.3971 3.1901  -0.295
N: 0.7319 -2.9034 -0.2076  -0.315
F: -3.9853 3.4423 1.9035  -0.260
C: 3.7691 -1.3026 -1.6669  0.112
H: 1.0368 -5.0179 -0.5255  0.297
N: 0.1689 -2.1798 0.8050  -0.226
C: -2.3041 1.7520 1.2355  0.103

---

Entry 6:
Density functional theory data (the ωB97M-V functional and the def2-TZVPD basis) for the molecule C14H17BrN4O2.

The calculation puts the HOMO energy at -7.62 eV. Its HOMO-LUMO gap is 7.8 eV. The net charge is 0. Its SMILES is CC1(C)CN(c2cc(Br)cc3cncn23)CCN1C(=O)O.

Each line ends with the natural charge from an NBO analysis.
CARTESIAN COORDINATES (ANGSTROEM)
C: 2.1769 0.1168 -0.9315  -0.293
N: -2.5078 0.1271 -0.9442  -0.480
C: 1.6074 -0.8019 -0.0394  0.400
H: -0.1730 -0.4908 -2.3907  0.183
C: 1.9875 -2.0234 2.0978  0.108
H: -1.9845 2.8433 0.0287  0.230
H: -3.4127 1.4120 1.2675  0.225
C: 4.4398 -0.1740 0.2236  -0.230
C: -1.7652 0.6455 0.2864  0.136
N: 2.3791 -1.2980 0.9928  -0.344
O: -3.9956 2.0281 -1.0721  -0.682
H: -2.2130 1.1392 2.4234  0.223
H: 5.5327 0.0372 0.4665  0.250
O: -3.8546 0.7431 -2.7709  -0.679
C: -3.4599 0.9478 -1.6256  0.893
H: -0.6984 2.0981 -1.0970  0.218
C: -0.4681 -1.1772 -1.6213  -0.202
H: 4.9776 -1.3135 3.0596  0.219
H: -0.4097 2.3694 0.4935  0.215
C: 3.6704 -0.9218 1.1781  0.079
H: 0.1344 0.2323 1.4265  0.220
C: -2.0432 -1.1023 -1.6631  -0.205
H: -3.2069 -0.2066 1.6993  0.220
H: -2.4155 -2.0228 -1.2747  0.193
H: 1.7536 0.5494 -1.7662  0.224
C: 4.0074 -1.3614 2.5045  -0.106
C: 3.6530 0.4871 -0.8088  -0.093
H: 1.0089 -2.4767 2.1611  0.208
Br: 4.3503 1.8615 -1.9477  0.076
C: -2.6803 0.7282 1.5109  -0.621
C: -1.2185 2.0641 -0.1056  -0.635
H: -0.9769 -0.9028 1.3443  0.182
N: 0.2115 -0.9471 -0.2704  -0.477
H: -0.1692 -2.2277 -1.9254  0.213
N: 2.9743 -2.1274 2.9701  -0.411
H: -4.3002 2.4353 -1.8913  0.513
H: -2.3197 -1.0827 -2.7018  0.250
C: -0.5917 -0.2077 0.7131  -0.217

---

Which value of net charge does entry 5 give? +4